261
Properties=species:S:1:pos:R:3:forces:R:3 method="wB97M-V/def2-TZVPD" mol_weight_g_mol=2400.6 e_homo_ev=-7.98 energy_ha=-17315.9866 homo_lumo_gap_ev=8.1 total_charge=0 lumo_ev=0.14
Cl 5.521147 -3.983051 6.417226 -0.7 0.2 -0.7
Cl -5.998745 1.512296 0.260015 -0.2 -0.8 0.0
Cl 1.412999 1.324383 -8.731220 -0.8 -0.6 -1.1
Cl 3.217899 6.518516 -5.021192 0.2 0.3 0.2
Cl -1.537187 -3.616837 -6.381083 -0.7 -0.5 0.1
Cl -0.663252 -4.147916 -0.598415 -0.1 -0.4 0.2
Cl 1.946956 1.162982 4.328257 -0.1 -0.5 -0.3
Cl 1.857045 7.270636 1.815269 0.1 0.2 0.9
Cl -0.082129 -1.393869 -5.312603 0.0 0.5 0.6
Cl 3.845170 -1.935655 5.079443 0.1 -1.1 -0.1
Cl 4.036711 -4.737148 3.963658 0.2 0.5 0.0
Cl 1.847394 4.985862 -2.920119 0.0 0.0 -0.3
Cl 0.339758 7.775592 -0.600804 0.6 -0.7 0.3
Cl -1.667644 -6.866101 -0.557255 0.1 -1.6 0.3
Cl 2.755199 1.438346 -6.311144 0.2 -0.5 1.2
Cl 1.922060 4.023481 4.000942 0.1 0.1 -0.1
Cl 1.314870 -3.514595 -6.657125 0.3 -0.1 -0.1
Cl 2.478347 3.773854 -7.817603 0.0 1.0 -0.2
Cl 3.928342 2.755995 5.747910 0.0 0.0 -0.3
Cl -6.365361 4.302658 -0.382766 0.2 -0.2 0.3
Cl 0.438176 5.767909 -5.353604 0.6 -0.5 0.2
Cl 0.595020 5.016798 0.424517 0.3 0.6 0.1
Cl -2.741874 -4.875336 -2.412674 0.0 -0.6 0.4
Cl -4.123693 3.388297 1.316744 0.1 0.2 0.0
P 6.827508 3.767013 -3.062848 -0.1 0.2 1.0
P -3.634508 1.262389 -3.391982 0.5 -0.8 -0.7
P -1.376732 2.810335 6.684364 -1.4 -1.3 -0.5
P 5.403585 -1.755868 -2.781738 1.5 -1.3 0.0
O -2.583397 -5.694309 4.259240 -1.6 -0.5 0.6
O 0.666612 -4.570387 5.025510 -0.8 0.6 -0.7
O 0.014432 3.231942 6.888561 0.7 0.3 0.6
O -4.396670 -1.698334 2.222149 0.2 1.6 0.5
O -2.719732 5.266211 -4.601531 -0.4 -1.2 -0.2
O 6.109750 -0.486020 -3.139352 -1.1 -1.0 0.0
O 2.177020 -8.588212 -0.241432 1.2 0.1 1.6
O -0.249809 -0.885185 0.106033 -0.4 0.2 -0.4
O -2.919776 6.152897 3.404323 -0.1 0.1 -0.1
O 3.173968 -8.631820 1.736350 0.5 -0.4 -0.2
O 1.917164 -5.911717 6.106315 0.4 -2.1 0.2
O 6.856968 5.256318 -3.157216 0.1 -1.1 0.0
O -4.780942 -6.017993 4.868090 0.0 -0.9 0.1
O 3.507063 -10.330118 0.314553 0.7 -1.1 -0.6
O -3.276943 -3.115273 0.935952 0.0 -0.8 -0.7
O -0.685822 1.090235 1.127802 0.3 -0.2 0.0
O -0.065287 -0.660350 2.307625 -0.4 0.2 0.3
O -3.113181 1.996425 -2.223512 0.6 -0.1 0.3
O -5.546244 -2.913906 0.917044 -0.9 -1.5 -0.9
O -2.521627 6.399995 -2.636995 -0.1 1.1 -1.7
O -4.167719 7.683039 2.252372 0.8 -1.5 0.8
O 0.962453 -6.608115 4.138825 0.5 -0.7 -0.4
O -5.036726 5.905176 3.335525 -1.1 -0.2 -0.3
O -2.588079 7.464454 -4.551731 -0.1 1.7 -0.7
O -3.883180 -4.098305 5.060717 0.3 2.2 0.6
N -1.695778 1.968624 5.268928 -0.4 -0.2 0.5
N 3.742505 -1.710027 -2.950589 0.2 -1.3 1.9
N -2.307300 4.214952 6.467044 -0.1 -1.1 -0.5
N 5.824443 -3.168260 -3.676602 0.8 1.1 0.9
N -3.618464 -0.424959 -3.201838 0.0 0.2 0.2
N 5.717233 3.137183 -1.930305 0.9 -0.9 -1.7
N -5.187701 1.622488 -3.729219 -1.0 0.0 -0.8
N 6.418590 3.073040 -4.529736 0.3 0.3 0.2
N 8.293263 3.120928 -2.520501 -1.3 0.3 -0.1
N 5.910470 -2.187081 -1.255550 0.0 -1.1 0.8
N -1.815490 1.647765 7.909699 1.4 2.1 -0.7
N -2.793023 1.639042 -4.807313 -0.3 0.5 0.8
C 2.054591 -7.313800 6.401945 0.0 -0.4 0.6
C -1.834530 2.617339 3.959515 1.3 -0.7 0.4
C 0.691857 -7.864812 6.756640 -0.3 1.0 -1.8
C -3.668181 -5.323726 4.718150 2.4 -1.2 -1.5
C -0.164904 -2.581487 -6.586684 0.2 0.3 -0.1
C -2.898602 -1.009643 -2.074361 2.2 0.8 0.4
C -5.720213 -4.046737 0.026069 1.1 -0.1 -1.6
C 3.023832 -9.275782 0.566600 -1.4 1.1 0.2
C -2.868901 8.951943 -6.428391 -1.3 0.5 -0.1
C 4.040805 -3.695282 5.389674 0.5 0.3 0.8
C 9.478828 3.884643 -2.611256 2.9 1.2 -1.3
C -1.592257 2.461090 -4.772247 0.8 0.4 -1.0
C -3.331852 1.323284 -6.111298 -0.2 0.3 0.0
C -4.833796 -7.421941 4.441078 -1.0 0.4 0.2
C -5.165929 2.989960 -0.036873 0.3 1.2 -1.5
C 4.437363 2.604203 -2.437355 1.4 -1.8 1.5
C -2.075103 -5.254019 -0.756908 0.3 2.7 -1.3
C 2.275858 2.689870 5.091814 -0.5 0.4 1.6
C 1.442860 -7.942154 -2.336556 -0.5 0.0 0.7
C -3.085684 1.013632 8.011145 -0.2 -0.1 2.4
C -2.634441 6.292160 -3.991661 0.4 -0.3 1.3
C -2.797648 -3.162713 4.754366 -0.8 0.0 -1.0
C 6.878319 1.755371 -4.907246 0.0 -0.6 -3.1
C -6.331468 0.807070 -3.306973 0.1 0.3 -2.5
C 1.109169 -5.687118 5.074734 -0.1 2.6 -0.8
C -5.464488 2.767655 -4.606420 -1.2 -0.5 0.5
C 3.232081 -0.821631 -3.899207 0.6 -0.1 -2.9
C 2.037178 5.289653 -4.652617 -0.2 -0.5 -0.6
C 2.087467 -9.065034 -1.584178 0.3 -0.3 0.6
C 0.349625 -6.227799 2.845948 -1.3 -0.3 0.9
C 7.232014 -3.507070 -3.928893 0.0 0.8 0.3
C -7.059729 7.283197 3.435683 -1.5 0.4 0.3
C -4.027820 6.659042 2.922691 -1.1 1.7 -0.8
C 1.661131 2.308188 -7.342776 0.9 0.0 0.0
C -0.869226 1.426838 9.036239 0.5 0.8 -1.3
C -6.335852 6.229839 2.707082 1.0 -1.3 -1.2
C -2.825359 7.531128 -6.016679 0.0 0.1 2.0
C -6.311076 -7.559588 3.908865 2.4 -0.2 -0.5
C 4.978763 -3.853890 -4.596180 -0.1 0.2 -1.1
C 6.384642 -1.182131 -0.243635 -1.1 -0.4 -1.6
C -3.818036 -1.283643 -4.362648 -0.1 -0.4 0.3
C 2.821189 -2.799232 -2.519280 0.9 0.7 0.3
C 5.738248 -3.538472 -0.641722 1.8 0.2 1.1
C 5.699117 3.827399 -5.535056 -1.0 1.2 -0.1
C 1.416717 6.624545 0.289419 -1.6 -0.2 -0.5
C 8.458812 1.763906 -2.096786 -1.0 -0.5 1.3
C -0.958914 1.726420 -0.165400 -0.9 0.8 0.6
C 3.975187 -9.417352 2.679943 -1.5 0.6 0.3
C -2.463097 5.184297 -1.931492 0.5 -0.9 -0.1
C 0.076085 -2.107443 2.397345 1.8 0.9 0.6
C -1.681759 6.824240 3.002574 -1.4 -1.0 1.1
C 5.912853 3.170679 -0.491423 -0.3 -1.0 -0.2
C -5.775156 -3.622208 -1.484330 0.1 0.3 0.7
C -4.331959 -2.659950 1.295672 1.3 1.8 1.4
C -0.350266 -0.185001 1.085908 0.8 -1.0 -0.2
C -1.509737 0.520815 5.183555 -0.3 -1.4 -0.2
C 0.284919 1.865159 -1.047103 -1.3 -0.6 -0.6
C -3.755722 4.270815 6.320177 -0.5 0.4 2.2
C -1.844415 5.441250 7.031338 0.6 1.2 1.1
C -3.230785 -0.767140 2.248007 -0.8 -1.1 -1.3
H -1.892320 9.409110 -6.280445 -0.2 0.3 0.0
H 4.879312 -3.516344 0.011186 -0.5 -0.2 0.2
H -4.800437 -1.121485 -4.807490 -0.1 0.0 0.0
H -5.897850 -0.091542 -2.954010 0.0 -0.9 1.0
H -1.731695 -1.054555 -2.205197 -2.0 0.0 0.0
H -2.276965 6.287756 6.474295 0.6 -0.2 -0.3
H 4.722633 3.366178 -5.719983 0.0 -0.3 -0.1
H -1.115277 6.437778 3.870743 0.9 0.8 -1.0
H 4.925360 -9.716782 2.260653 0.0 -0.1 0.0
H 9.170653 1.221033 -2.693133 0.4 -0.2 -0.4
H 5.453359 -3.861908 -5.603902 -0.3 0.0 0.4
H -4.346095 0.982289 -6.009626 -0.6 0.0 0.1
H -2.469494 -0.070163 5.249381 0.4 0.8 -0.3
H 4.057766 -3.298064 -4.699244 -0.4 -0.2 -0.1
H -3.482324 1.151533 9.069218 0.1 -0.1 -1.2
H -3.084972 -1.161681 -5.152278 0.3 0.1 0.0
H 5.959596 -0.190775 -0.542828 1.1 -0.7 0.3
H -0.060010 -7.216107 2.445263 0.7 1.6 0.5
H -2.033730 7.063122 -6.512266 1.4 -1.0 -0.6
H -6.885490 0.488348 -4.267020 0.3 0.7 1.4
H 0.839693 -8.879194 7.039354 -0.5 -0.8 0.6
H 0.211767 -7.196513 7.452678 0.0 -0.2 0.9
H -3.781956 1.366757 7.316355 -1.1 1.0 -1.0
H 2.457437 -0.170891 -3.612882 -0.8 1.3 1.2
H 2.719243 -1.359585 -4.718454 0.4 -0.2 -0.1
H -6.661141 -4.465269 0.295340 -0.6 -0.4 0.4
H -1.712041 1.141648 -0.695503 0.1 0.2 0.2
H 1.599114 2.799266 5.979120 0.5 -0.1 -1.0
H -0.731959 5.505455 7.157259 -1.1 -0.1 -0.4
H 7.516567 1.198228 -2.077970 0.2 0.3 -0.4
H -3.090091 -0.044487 7.834035 0.5 -0.9 0.0
H 3.347475 -10.240932 3.033640 0.4 -0.3 -0.5
H 10.149326 3.557347 -3.538495 -1.1 0.5 1.7
H 2.474930 -3.346770 -3.397033 -0.5 0.2 0.1
H -0.293978 -2.026942 -7.498340 0.1 0.0 -0.4
H 4.109493 -0.298553 -4.329434 -0.8 0.3 0.1
H 7.903226 -3.061441 -3.182849 -0.3 -0.4 0.1
H -4.953862 -2.905129 -1.695723 -0.4 -0.8 0.0
H -1.488085 6.359393 2.037191 0.8 0.4 0.1
H -6.967736 1.314829 -2.588819 -0.2 -0.1 0.0
H 0.109324 1.824193 8.669201 -0.7 -0.3 0.7
H 0.040957 -7.778226 5.864147 0.3 -0.6 0.4
H -3.273290 -2.198755 4.769770 -0.3 0.3 0.2
H 7.326016 -4.601093 -3.956895 0.2 0.3 0.0
H 0.279661 -2.296745 3.466174 -0.1 0.0 -0.5
H 0.745904 2.533980 -6.831938 -0.4 0.1 0.2
H 5.726186 2.135618 -0.051793 0.6 1.1 -0.4
H 1.440869 -9.978170 -1.524044 0.7 0.6 -0.6
H -6.514995 -6.656514 3.340296 -0.2 0.0 -0.1
H -4.062343 -7.618477 3.685663 -0.3 0.2 0.2
H 1.110092 -5.782304 2.177741 -0.4 -0.3 0.5
H -6.706104 -3.090947 -1.768214 0.3 -0.4 0.4
H 2.051570 -7.015668 -2.402478 -0.3 -0.8 0.0
H 5.649340 -4.372330 -1.342511 0.0 0.5 -0.2
H 0.508851 -7.727857 -1.782067 0.4 0.2 -0.7
H 2.302316 6.436502 -0.259049 0.6 0.0 -0.7
H -3.135567 8.938578 -7.493966 0.3 0.2 0.1
H 3.110956 -9.270603 -1.939140 -0.5 -0.3 0.0
H -2.564569 2.000581 3.402545 0.3 0.9 -0.1
H -7.583475 6.988381 4.335107 -0.2 -0.4 0.1
H -0.976930 0.154845 6.065756 0.3 0.1 -0.3
H -1.464302 2.674324 0.231568 0.9 -1.0 -1.1
H 3.352662 -3.518570 -1.919476 0.5 -0.3 0.2
H 7.582102 -3.063172 -4.879767 -0.3 -0.4 0.1
H -0.821213 -2.590097 2.089271 -0.6 -0.5 -0.5
H -3.340493 2.169782 -6.822310 0.2 -0.1 0.5
H 7.175514 1.131134 -4.089674 0.0 -0.1 0.2
H -4.510334 3.062875 -5.037269 -0.5 0.4 -0.3
H -3.403027 4.635443 -2.069517 0.2 0.1 0.5
H 4.288667 1.480790 -2.625704 1.0 1.2 0.6
H -2.451873 -3.312734 3.721207 0.0 -0.3 0.5
H -0.998752 0.132033 4.230502 -0.5 1.1 1.4
H -6.383718 -8.426207 3.242452 -0.1 0.1 0.3
H -2.800766 -4.859007 -0.068827 -0.1 -0.2 0.3
H -0.488800 -5.510453 3.111896 1.0 -0.9 -0.7
H 7.472932 -1.303269 -0.167753 -0.2 0.7 0.0
H -3.756931 -2.329091 -4.024850 -0.1 0.3 -0.1
H -7.776348 7.791363 2.764481 0.3 -0.3 0.3
H -4.241017 4.201849 7.367897 0.4 0.0 -1.6
H -1.121798 1.887987 10.020676 -0.2 -0.2 -0.8
H -6.292313 2.474017 -5.323442 1.2 0.3 0.3
H 4.292935 3.056290 -3.348832 -1.0 1.1 -2.0
H 6.101842 1.170513 -5.536185 0.6 0.9 1.3
H 3.224378 -4.037101 6.004750 -0.2 0.2 0.0
H 4.794408 -4.903492 -4.322572 -0.1 0.2 0.1
H -3.199940 -2.010931 -1.738131 -0.2 0.3 -0.6
H 2.492832 -7.833261 5.543905 0.1 0.1 0.2
H -0.766874 0.359495 9.115746 0.1 -0.6 0.5
H 2.406312 4.368247 -5.159563 -0.6 0.6 0.6
H 1.070648 2.310476 -0.479699 0.7 0.5 0.1
H -1.969181 -3.156564 5.441176 0.2 -0.6 0.4
H 3.733131 2.881101 -1.698415 -1.3 0.4 0.4
H -3.090012 -0.480993 1.189363 0.4 -0.1 0.6
H 8.760062 1.749671 -1.042130 0.5 0.0 0.0
H -3.069828 -0.321270 -1.240723 0.2 -0.3 0.1
H -2.841035 0.491401 -6.561747 0.9 -0.6 -0.6
H -3.698750 6.963564 -6.212581 -1.0 -0.3 -0.2
H 6.934579 3.543167 -0.249518 -0.9 -0.2 0.0
H -4.895288 -4.827959 0.125130 -1.0 1.2 0.3
H 0.017422 2.413488 -1.987349 0.3 -0.1 1.0
H -2.172336 5.448944 -0.901478 -0.5 -0.3 -0.4
H -5.686405 -4.553343 -2.084228 0.1 0.8 0.2
H -6.821800 5.228056 2.595656 0.2 1.0 0.2
H -6.976879 -7.633887 4.729428 -0.7 -0.1 0.7
H -2.042346 3.665074 4.100516 -0.8 0.2 -0.2
H -6.122667 6.652613 1.708773 0.1 -0.6 0.4
H 4.043321 -8.778035 3.550101 0.5 0.4 0.0
H -1.897482 7.901164 2.953986 0.6 -0.4 0.0
H -4.578116 2.966872 -0.988659 -0.2 -0.5 1.1
H 6.631189 -3.826127 0.090661 -1.5 0.9 -1.7
H 5.435774 4.861675 -5.185444 0.7 -1.0 -0.1
H -4.174214 3.579272 5.648280 -0.2 -1.6 -0.6
H -0.828334 2.610339 3.477215 -0.8 -0.3 -0.2
H -2.323438 5.594150 8.008775 0.3 -0.1 0.4
H -2.397145 -1.315741 2.652959 0.3 0.1 0.0
H -4.124161 5.189987 5.863909 0.6 0.5 0.2
H -0.740316 1.873016 -5.157288 0.0 -0.1 0.3
H 5.931584 -1.454577 0.696639 -0.1 0.0 0.5
H -1.679288 4.545515 -2.364622 -0.1 0.1 0.2
H -1.644433 3.342000 -5.480764 -0.3 -0.7 1.0
H -3.713985 9.484741 -5.931232 0.9 -0.1 -0.1
H -1.335423 2.807594 -3.755793 -0.4 -0.2 -0.6
H -5.887651 3.587612 -4.021253 0.2 0.2 0.0
H 0.968291 -2.408628 1.808093 -0.8 0.0 0.3
H 10.199582 3.889169 -1.702961 -1.4 -0.5 -1.1
H -6.357871 8.006287 3.751554 0.8 1.0 0.2
H 6.166146 3.937865 -6.537698 0.3 -0.3 0.7
H 1.223508 -8.393418 -3.283321 -0.3 0.4 -0.9
H 0.573234 0.850773 -1.371795 0.0 0.4 0.2
H -3.412500 0.139930 2.817223 -0.7 -0.4 0.2
H 5.105235 3.792616 -0.094264 0.4 0.3 0.5
H 2.027704 -2.433164 -1.844428 0.0 0.1 -0.7
H -4.646691 -8.051742 5.337360 -0.1 0.4 -0.6
H 2.675889 -7.445260 7.296773 0.3 0.5 -0.5
H 7.719545 1.809889 -5.691130 -0.7 0.2 1.2
H 9.221726 4.953886 -2.774500 0.1 -0.7 0.0